No. 1
Formula: C3H5F2IO
Source: the OMol25 dataset
Level of theory: ωB97M-V with the def2-TZVPD basis set

Values from the calculation:
* Kohn-Sham gap (alpha / beta): 7.86 / 9.20 eV
* energy relative to the best compared isomer or geometry (same formula, charge and spin): 3.490 eV
* E_tot: -18770.864 eV
* E_LUMO (alpha / beta): -0.1947 / 0.2851 eV

Last column: Löwdin charge in e.
Atoms and positions in Å:
I -4.0302 3.3107 -1.6863  0.395
F 0.0970 3.6628 0.3210  0.004
F 0.0505 2.0524 -1.1982  0.055
O 0.2748 1.4721 1.0296  0.072
C 0.6789 -0.6174 -0.2133  -0.033
C 0.6426 0.2620 1.0520  -0.133
C -0.2197 2.2722 0.1256  -0.306
H 1.1760 -0.1534 -1.1168  0.104
H -0.3145 -0.8334 -0.5339  0.071
H 0.6255 -0.0576 2.0667  0.115
H -2.5593 3.6852 -1.1947  -0.383
H 1.0895 -1.4884 0.1464  0.040

Cartesian forces, eV/Å:
I -0.1725 -0.0508 -0.0590
F -0.2555 -2.9295 0.2308
F 0.2981 -0.3130 1.1772
O -0.2054 4.0746 -0.0595
C -0.0417 3.1255 0.3994
C 0.5722 -2.7215 -1.9854
C -0.7381 2.6737 -1.4293
H -0.1391 -0.5972 1.3667
H -1.1013 -0.1703 -0.2139
H 0.2957 -0.9195 0.3627
H 0.2072 0.0378 0.0795
H 1.2803 -2.2099 0.1309

***

No. 2
Formula: C3H5F2N
Source: the OMol25 dataset
Level of theory: ωB97M-V with the def2-TZVPD basis set

Values from the calculation:
* Kohn-Sham gap: 10.36 eV
* energy relative to the best compared isomer or geometry (same formula, charge and spin): 1.432 eV
* E_tot: -10114.901 eV
* E_LUMO: 1.0449 eV
* SMILES string: C=NCC(F)F

Last column: Löwdin charge in e.
Atoms and positions in Å:
F -0.2663 -1.7411 0.1146  0.061
F -1.5281 -1.2045 1.8195  0.004
N 0.9206 0.9945 -0.3704  -0.056
C -0.9719 -0.7672 0.6083  -0.300
C 0.6869 0.5847 -1.5382  -0.053
C 0.3663 0.5330 0.8361  -0.112
H 0.1057 1.3250 1.5267  0.087
H 1.0691 1.0900 -2.4058  0.059
H 1.1954 -0.0582 1.3592  0.126
H -1.6862 -0.4660 -0.0880  0.110
H 0.1084 -0.2901 -1.8620  0.073

Cartesian forces, eV/Å:
F 0.8468 -2.1709 -0.8444
F 0.4984 0.8192 -1.4911
N -0.2638 1.0060 -0.8156
C 3.2168 3.1443 3.2970
C -0.3716 -0.5943 0.0858
C -0.9922 -4.0196 0.7024
H -0.4331 0.2398 -0.2395
H 0.7033 0.5176 -0.0521
H -1.2371 0.5251 -0.5406
H -1.6626 0.5591 -0.7537
H -0.3047 -0.0262 0.6518